C32H60B3O19P | ωB97M-V with the def2-TZVPD basis set

Bonds (Å) are listed after each position.
Positions of all 115 atoms, in Å:
1 O -1.9694 3.6569 -4.8570  P2 1.494
2 P -2.6374 2.3206 -4.8879  O1 1.494, O3 1.680, O4 1.667, C5 1.893
3 O -4.1011 2.5604 -5.6760  P2 1.680, H20 0.981
4 O -1.8307 1.1906 -5.8112  P2 1.667, H21 0.978
5 C -2.9150 1.6025 -3.1584  P2 1.893, B6 1.624, H22 1.136, H23 1.126
6 B -1.5155 1.4754 -2.3449  C5 1.624, O7 1.416, O19 1.413
7 O -1.5187 0.8714 -1.0643  B6 1.416, B8 1.420
8 B -0.2018 0.8146 -0.5357  O7 1.420, O9 1.427, H24 1.184
9 O 0.9085 0.5702 -1.3989  B8 1.427, B10 1.422
10 B 0.8416 1.5598 -2.4184  O9 1.422, C11 1.626, O19 1.410
11 C 2.2331 2.1569 -3.0119  B10 1.626, O12 1.436, H25 1.133, H26 1.121
12 O 1.8594 3.1005 -4.0276  C11 1.436, C13 1.386
13 C 2.9267 3.5358 -4.7978  O12 1.386, C14 1.456, C18 1.481
14 C 4.2597 2.9527 -4.8456  C13 1.456, C15 1.476, H27 1.109
15 C 5.2958 3.5042 -5.7408  C14 1.476, C16 1.462, H28 1.120
16 C 5.0169 4.6389 -6.6194  C15 1.462, C17 1.470, H29 1.117
17 C 3.6639 5.2103 -6.5651  C16 1.470, C18 1.449, H30 1.116
18 C 2.6404 4.6892 -5.6811  C13 1.481, C17 1.449, H31 1.120
19 O -0.3720 2.0249 -2.9664  B6 1.413, B10 1.410
20 H -3.8260 2.9425 -6.5361  O3 0.981
21 H -1.1746 0.7517 -5.2340  O4 0.978
22 H -3.4021 0.5867 -3.3066  C5 1.136
23 H -3.5898 2.3318 -2.6286  C5 1.126
24 H 0.0241 1.0184 0.6087  B8 1.184
25 H 2.7286 2.6606 -2.1265  C11 1.133
26 H 2.8087 1.2710 -3.3866  C11 1.121
27 H 4.5147 2.0728 -4.2204  C14 1.109
28 H 6.3194 3.0513 -5.7756  C15 1.120
29 H 5.7823 5.0469 -7.3232  C16 1.117
30 H 3.3899 6.0596 -7.2356  C17 1.116
31 H 1.6044 5.1150 -5.6648  C18 1.120
32 C -3.1104 -4.4376 -0.7608  C33 1.513, H38 1.092, H39 1.089, H40 1.092
33 C -2.9165 -4.6224 -2.2498  C32 1.513, O34 1.437, H41 1.092, H42 1.090
34 O -3.2375 -3.4217 -2.9719  C33 1.437, C35 1.337
35 C -2.3889 -2.4058 -3.1568  O34 1.337, C36 1.507, O37 1.210
36 C -1.1063 -2.3679 -2.3657  C35 1.507, H43 1.090, H44 1.091, H45 1.087
37 O -2.6857 -1.4982 -3.8991  C35 1.210
38 H -2.4474 -3.6675 -0.3602  C32 1.092
39 H -2.9165 -5.3695 -0.2318  C32 1.089
40 H -4.1327 -4.1176 -0.5477  C32 1.092
41 H -1.9133 -4.9721 -2.5033  C33 1.092
42 H -3.6078 -5.3850 -2.6095  C33 1.090
43 H -1.2539 -1.7501 -1.4805  C36 1.090
44 H -0.3290 -1.9252 -2.9899  C36 1.091
45 H -0.7406 -3.3482 -2.0695  C36 1.087
46 C 1.6102 6.7727 -2.9075  C47 1.514, H52 1.092, H53 1.092, H54 1.092
47 C 2.7909 6.1950 -2.1571  C46 1.514, O48 1.435, H55 1.093, H56 1.091
48 O 3.8517 7.1541 -2.0354  C47 1.435, C49 1.339
49 C 3.9179 8.0902 -1.0796  O48 1.339, C50 1.508, O51 1.208
50 C 2.7082 8.3501 -0.2184  C49 1.508, H57 1.090, H58 1.090, H59 1.088
51 O 4.9161 8.7598 -0.9612  C49 1.208
52 H 1.1755 7.6253 -2.3823  C46 1.092
53 H 0.8335 6.0170 -3.0408  C46 1.092
54 H 1.9246 7.1323 -3.8895  C46 1.092
55 H 2.5132 5.7953 -1.1784  C47 1.093
56 H 3.2028 5.3593 -2.7254  C47 1.091
57 H 2.1455 9.1838 -0.6381  C50 1.090
58 H 3.0491 8.6127 0.7832  C50 1.090
59 H 2.0535 7.4889 -0.1045  C50 1.088
60 C -3.6302 4.0557 2.3282  C61 1.515, H66 1.091, H67 1.091, H68 1.092
61 C -3.3207 2.9341 3.2985  C60 1.515, O62 1.433, H69 1.092, H70 1.091
62 O -2.1556 2.2047 2.8943  C61 1.433, C63 1.344
63 C -0.8943 2.5727 3.1787  O62 1.344, C64 1.508, O65 1.204
64 C -0.6375 3.9529 3.7296  C63 1.508, H71 1.090, H72 1.090, H73 1.088
65 O 0.0190 1.8290 2.9291  C63 1.204
66 H -2.8231 4.7890 2.2894  C60 1.091
67 H -4.5492 4.5693 2.6157  C60 1.091
68 H -3.7486 3.6605 1.3169  C60 1.092
69 H -3.2239 3.2835 4.3288  C61 1.092
70 H -4.1427 2.2171 3.2931  C61 1.091
71 H -0.3756 4.6207 2.9088  C64 1.090
72 H 0.1977 3.8944 4.4274  C64 1.090
73 H -1.4741 4.3700 4.2860  C64 1.088
74 C 7.1657 6.8441 -0.9048  C75 1.513, H80 1.092, H81 1.096, H82 1.093
75 C 7.0374 6.1005 0.4069  C74 1.513, O76 1.436, H83 1.093, H84 1.092
76 O 8.1306 5.1914 0.6053  C75 1.436, C77 1.343
77 C 9.3220 5.5424 1.1162  O76 1.343, C78 1.508, O79 1.205
78 C 9.6549 7.0063 1.2624  C77 1.508, H85 1.090, H86 1.090, H87 1.088
79 O 10.1349 4.6960 1.3879  C77 1.205
80 H 8.0665 7.4603 -0.9320  C74 1.092
81 H 6.2969 7.4929 -1.0660  C74 1.096
82 H 7.2396 6.1379 -1.7358  C74 1.093
83 H 6.9311 6.7726 1.2620  C75 1.093
84 H 6.1355 5.4857 0.3845  C75 1.092
85 H 10.2206 7.3313 0.3894  C78 1.090
86 H 10.2665 7.1319 2.1559  C78 1.090
87 H 8.7854 7.6468 1.3924  C78 1.088
88 C -1.9531 -8.5866 3.6923  C89 1.514, H94 1.090, H95 1.092, H96 1.093
89 C -2.3427 -7.1810 3.2854  C88 1.514, O90 1.432, H97 1.092, H98 1.091
90 O -2.7216 -7.1263 1.9052  C89 1.432, C91 1.347
91 C -3.9517 -7.4185 1.4409  O90 1.347, C92 1.507, O93 1.206
92 C -4.9470 -8.0886 2.3527  C91 1.507, H99 1.087, H100 1.090, H101 1.086
93 O -4.2196 -7.2028 0.2848  C91 1.206
94 H -2.7873 -9.2808 3.5890  C88 1.090
95 H -1.6143 -8.6053 4.7304  C88 1.092
96 H -1.1493 -8.9576 3.0518  C88 1.093
97 H -3.1248 -6.7601 3.9212  C89 1.092
98 H -1.4771 -6.5243 3.3870  C89 1.091
99 H -4.9122 -9.1627 2.1913  C92 1.087
100 H -5.9418 -7.7180 2.1038  C92 1.090
101 H -4.7953 -7.8749 3.4070  C92 1.086
102 C -5.4084 -11.4935 8.1802  C103 1.515, H108 1.091, H109 1.091, H110 1.092
103 C -6.1977 -11.8574 6.9394  C102 1.515, O104 1.434, H111 1.092, H112 1.091
104 O -5.9056 -10.9638 5.8571  C103 1.434, C105 1.341
105 C -4.8600 -11.0977 5.0274  O104 1.341, C106 1.507, O107 1.206
106 C -3.7675 -12.0772 5.3726  C105 1.507, H113 1.090, H114 1.090, H115 1.088
107 O -4.7689 -10.3898 4.0548  C105 1.206
108 H -4.3334 -11.5766 8.0126  C102 1.091
109 H -5.6790 -12.1459 9.0121  C102 1.091
110 H -5.6057 -10.4579 8.4654  C102 1.092
111 H -6.0513 -12.8965 6.6371  C103 1.092
112 H -7.2628 -11.7443 7.1449  C103 1.091
113 H -2.9646 -11.5482 5.8866  C106 1.090
114 H -3.3830 -12.5039 4.4462  C106 1.090
115 H -4.1005 -12.9147 5.9815  C106 1.088

The calculation puts the gap between HOMO and LUMO at 8.4 eV. The SMILES is O=P(O)(O)CB1OBOB(COc2ccccc2)O1.CCOC(C)=O.CCOC(C)=O.CCOC(C)=O.CCOC(C)=O.CCOC(C)=O.CCOC(C)=O. The multiplicity is 1. The total charge is 0. As for the total energy: -3101.116936 Ha.

These are the Mulliken partial charges, in e, on atoms 1 to 99:
1 O -0.66
2 P 0.89
3 O -0.54
4 O -0.54
5 C -0.59
6 B 0.84
7 O -0.40
8 B 0.68
9 O -0.57
10 B 0.33
11 C -0.42
12 O 0.13
13 C 0.24
14 C -0.36
15 C -0.67
16 C -0.55
17 C -0.44
18 C -0.24
19 O -0.68
20 H 0.33
21 H 0.33
22 H 0.23
23 H 0.43
24 H -0.09
25 H 0.24
26 H 0.28
27 H 0.22
28 H 0.33
29 H 0.36
30 H 0.34
31 H 0.47
32 C -0.38
33 C -0.55
34 O -0.36
35 C 0.69
36 C -0.69
37 O -0.56
38 H 0.23
39 H -0.07
40 H 0.32
41 H 0.37
42 H 0.32
43 H 0.04
44 H 0.28
45 H 0.38
46 C -0.94
47 C 0.10
48 O -0.39
49 C 0.89
50 C -1.20
51 O -0.64
52 H 0.38
53 H 0.22
54 H 0.29
55 H 0.31
56 H -0.05
57 H 0.29
58 H 0.33
59 H 0.37
60 C -0.91
61 C -0.41
62 O -0.39
63 C 0.85
64 C -1.03
65 O -0.57
66 H 0.26
67 H 0.37
68 H 0.23
69 H 0.38
70 H 0.33
71 H 0.23
72 H 0.32
73 H 0.34
74 C -0.59
75 C -0.43
76 O -0.38
77 C 0.70
78 C -0.86
79 O -0.57
80 H 0.26
81 H 0.14
82 H 0.29
83 H 0.35
84 H 0.29
85 H 0.23
86 H 0.30
87 H 0.32
88 C -0.59
89 C -0.53
90 O -0.38
91 C 0.89
92 C -1.08
93 O -0.56
94 H -0.02
95 H 0.35
96 H 0.32
97 H 0.37
98 H 0.36
99 H 0.26